(1)
The following is a quantum chemistry calculation of a 2-piece molecular cluster, CH3NO3 overall, from the OMol25 dataset.

Last column: Löwdin charge in e.
Cartesian coordinates (Å):
C (-5.36, 0.50, -0.31)  -0.13
N (-5.93, -0.80, 0.06)  -0.57
O (-6.68, -0.89, 1.06)  -0.14
O (-5.86, -1.67, -0.85)  -0.16
O (11.28, -1.23, -0.06)  -0.74
H (-5.32, 1.33, 0.55)  0.01
H (-4.38, 0.59, -0.89)  -0.01
H (11.38, -1.02, 0.87)  -0.26

- total charge = -2
- frontier orbital gap (eV) = 6.72
- multiplicity = 1

(2)
The following is a quantum chemistry calculation of the molecule C4H11N3O, from the OMol25 dataset.

Last column: Löwdin charge in e.
Cartesian coordinates (Å):
C (-1.89, -0.26, 0.54)  -0.13
N (-0.64, 0.11, 0.01)  -0.14
C (0.09, -1.06, -0.27)  -0.20
C (1.25, -1.36, 0.82)  -0.30
N (2.15, -2.43, 0.30)  -0.07
C (-0.32, 1.42, -0.51)  -0.47
N (-1.10, 2.42, 0.17)  0.14
O (0.51, 1.66, -1.40)  0.04
H (-1.74, -1.06, 1.27)  0.08
H (-2.75, -0.77, 0.01)  0.12
H (-2.26, 0.41, 1.26)  0.07
H (-0.74, -1.90, -0.13)  0.15
H (0.84, -1.04, -1.19)  0.15
H (0.73, -2.01, 1.72)  0.12
H (1.72, -0.36, 1.48)  0.16
H (2.58, -2.12, -0.55)  0.04
H (2.91, -2.76, 0.99)  0.11
H (-2.10, 2.08, -0.13)  0.14
H (-0.98, 3.12, -0.41)  0.01

- SMILES string = CN(CCN)C(N)=O
- frontier orbital gap (eV) = 9.94
- multiplicity = 1

(3)
The following is a quantum chemistry calculation of C38H34BrCrN6O3Si as an isolated structure, from the OMol25 dataset.

Last column: Mulliken spin population.
Cartesian coordinates (Å):
Cr (-0.18, 0.18, 0.31)  2.96
O (3.93, 0.78, 0.38)  0.01
C (2.84, 0.79, -0.17)  0.00
N (1.66, 1.08, 0.47)  -0.08
C (1.73, 2.08, 1.46)  0.06
C (2.82, 2.91, 1.73)  0.00
C (2.71, 3.92, 2.68)  0.00
C (1.53, 4.11, 3.37)  0.00
C (0.43, 3.31, 3.11)  0.00
C (0.52, 2.31, 2.15)  0.03
N (-0.47, 1.38, 1.82)  -0.13
C (-1.38, 0.99, 2.76)  0.00
O (-1.94, 1.68, 3.59)  0.02
C (-1.51, -0.50, 2.76)  0.04
C (-2.31, -1.13, 3.69)  0.00
C (-2.29, -2.51, 3.76)  0.00
C (-1.45, -3.20, 2.90)  0.00
C (-0.66, -2.48, 2.02)  0.01
N (-0.68, -1.15, 1.92)  -0.02
C (2.88, 0.68, -1.69)  0.02
C (4.13, 0.88, -2.28)  0.00
C (4.23, 0.85, -3.66)  0.00
C (3.09, 0.61, -4.41)  0.00
C (1.90, 0.42, -3.73)  0.00
N (1.79, 0.47, -2.41)  0.01
H (3.75, 2.76, 1.22)  0.00
H (3.57, 4.55, 2.87)  0.00
H (1.46, 4.89, 4.12)  0.00
H (-0.49, 3.44, 3.65)  0.00
H (-2.91, -0.52, 4.35)  0.00
H (-2.91, -3.04, 4.48)  0.00
H (-1.38, -4.27, 2.92)  0.00
H (0.02, -3.01, 1.37)  0.00
H (4.98, 1.04, -1.64)  0.00
H (5.19, 1.01, -4.14)  0.00
H (3.11, 0.57, -5.49)  0.00
H (0.98, 0.21, -4.28)  0.00
C (-4.70, -0.77, 1.00)  0.00
Si (-3.53, 0.03, -0.27)  0.01
C (-4.41, -0.08, -1.96)  0.00
C (-3.46, 1.86, 0.20)  0.02
N (-1.96, -0.71, -0.34)  -0.05
C (-1.81, -1.98, -0.84)  -0.02
C (-2.88, -2.84, -1.18)  0.01
C (-2.68, -4.12, -1.65)  0.00
C (-1.40, -4.64, -1.77)  0.01
C (-0.32, -3.83, -1.43)  0.00
C (-0.52, -2.54, -1.00)  0.04
O (0.52, -1.68, -0.60)  0.02
C (1.81, -2.21, -0.49)  0.00
C (2.51, -2.63, -1.61)  0.00
C (3.80, -3.10, -1.47)  0.00
C (4.40, -3.15, -0.22)  0.00
C (3.69, -2.73, 0.90)  0.00
C (2.39, -2.27, 0.77)  0.01
H (-5.72, -0.44, 0.79)  0.00
H (-4.45, -0.46, 2.01)  0.00
H (-4.68, -1.87, 0.96)  0.00
H (-4.55, 0.90, -2.40)  0.00
H (-5.40, -0.52, -1.84)  0.00
H (-3.86, -0.70, -2.68)  0.00
H (-4.33, 2.10, 0.83)  0.00
H (-3.51, 2.51, -0.68)  0.00
H (-2.58, 2.13, 0.77)  0.00
H (-3.89, -2.47, -1.06)  0.00
H (-3.53, -4.74, -1.90)  0.00
H (-1.23, -5.64, -2.13)  0.00
H (0.69, -4.24, -1.49)  0.00
H (2.04, -2.57, -2.59)  0.00
H (4.34, -3.43, -2.35)  0.00
H (5.41, -3.51, -0.12)  0.00
H (4.15, -2.75, 1.87)  0.00
H (1.84, -1.92, 1.63)  0.00
Br (-2.38, 1.68, -4.82)  0.00
C (-1.62, 2.25, -3.19)  -0.01
C (-1.44, 3.60, -2.94)  0.01
C (-0.80, 3.93, -1.76)  0.00
C (-0.38, 2.94, -0.90)  0.05
N (-0.60, 1.64, -1.12)  -0.09
C (-1.21, 1.31, -2.27)  0.03
H (-1.77, 4.35, -3.65)  0.00
H (-0.61, 4.97, -1.51)  0.00
H (0.14, 3.20, 0.01)  -0.01
H (-1.35, 0.25, -2.46)  0.01

- frontier orbital gap (alpha / beta) (eV) = 6.88 / 6.88
- multiplicity = 4

(4)
The following is a quantum chemistry calculation of an isolated ion of composition C22H31N2O3 and charge +1, from the OMol25 dataset.

Last column: Löwdin charge in e.
Cartesian coordinates (Å):
C (-7.72, -3.58, -0.15)  -0.09
C (-8.14, -2.19, -0.61)  -0.21
C (-7.09, -1.18, -0.27)  -0.25
C (-7.06, -0.57, 0.98)  -0.02
C (-6.08, 0.34, 1.31)  0.00
C (-5.09, 0.66, 0.38)  -0.25
O (-4.16, 1.60, 0.82)  -0.06
C (-3.22, 2.12, -0.07)  -0.15
C (-1.96, 1.23, -0.06)  -0.32
O (-1.55, 1.03, 1.28)  -0.01
C (-0.78, 1.91, -0.78)  -0.05
N (0.49, 1.36, -0.24)  -0.11
C (1.63, 2.30, -0.34)  -0.08
C (2.84, 1.69, 0.37)  -0.13
N (3.16, 0.43, -0.26)  -0.12
C (4.50, -0.02, -0.13)  -0.24
C (4.84, -1.21, 0.49)  -0.02
C (6.16, -1.63, 0.55)  -0.01
C (7.17, -0.85, -0.01)  -0.28
O (8.49, -1.15, 0.00)  -0.07
C (8.91, -2.35, 0.62)  -0.08
C (6.83, 0.35, -0.64)  0.01
C (5.51, 0.75, -0.70)  -0.02
C (2.09, -0.51, -0.10)  -0.15
C (0.86, 0.05, -0.82)  -0.07
C (-5.10, 0.06, -0.86)  -0.02
C (-6.09, -0.85, -1.18)  -0.03
H (-6.79, -3.88, -0.64)  0.07
H (-7.56, -3.60, 0.92)  0.07
H (-8.49, -4.31, -0.40)  0.07
H (-8.31, -2.20, -1.69)  0.11
H (-9.08, -1.92, -0.13)  0.11
H (-7.82, -0.81, 1.71)  0.12
H (-6.06, 0.81, 2.28)  0.12
H (-2.97, 3.11, 0.33)  0.15
H (-3.62, 2.23, -1.08)  0.14
H (-2.20, 0.26, -0.51)  0.15
H (-2.35, 1.04, 1.83)  0.12
H (-0.83, 1.75, -1.86)  0.15
H (-0.80, 2.98, -0.58)  0.14
H (0.27, 1.20, 0.76)  0.17
H (1.36, 3.25, 0.12)  0.14
H (1.86, 2.45, -1.39)  0.15
H (3.69, 2.37, 0.29)  0.13
H (2.61, 1.57, 1.45)  0.14
H (4.09, -1.83, 0.95)  0.11
H (6.39, -2.56, 1.05)  0.11
H (8.47, -3.23, 0.14)  0.10
H (9.99, -2.37, 0.50)  0.10
H (8.67, -2.35, 1.69)  0.10
H (7.61, 0.94, -1.07)  0.12
H (5.26, 1.67, -1.21)  0.11
H (2.37, -1.45, -0.57)  0.14
H (1.83, -0.70, 0.95)  0.14
H (0.02, -0.63, -0.73)  0.14
H (1.09, 0.21, -1.88)  0.15
H (-4.35, 0.29, -1.61)  0.10
H (-6.09, -1.30, -2.16)  0.12

- total charge = +1
- SMILES string = CCc1ccc(OC[C@H](O)C[NH+]2CCN(c3ccc(OC)cc3)CC2)cc1
- frontier orbital gap (eV) = 8.18
- multiplicity = 1

(5)
The following is a quantum chemistry calculation of CH4P2 as an isolated structure, from the OMol25 dataset.

Last column: Löwdin charge in e.
Cartesian coordinates (Å):
C (0.22, -0.08, 0.51)  -0.94
P (1.56, 0.73, 0.05)  0.73
P (-1.35, 0.72, 0.06)  0.64
H (0.16, -0.98, 0.96)  -0.06
H (2.58, -0.12, 0.40)  -0.18
H (-0.85, 1.42, -0.96)  -0.20
H (-1.86, -0.70, -0.82)  0.00

- frontier orbital gap (eV) = 8.83
- multiplicity = 1

(6)
The following is a quantum chemistry calculation of a 3-piece molecular cluster, C6H5ClN2O4 overall, from the OMol25 dataset.

Last column: Mulliken spin population.
Cartesian coordinates (Å):
C (0.43, 1.18, -0.53)  -0.04
C (-0.71, 0.81, -1.17)  0.35
C (0.82, 0.24, 0.45)  0.46
C (-1.50, -0.22, -0.75)  0.16
C (-4.08, 1.21, 1.82)  0.00
C (-1.12, -1.17, 0.22)  -0.01
N (-2.76, -0.46, -1.42)  0.01
N (0.02, -0.79, 0.90)  0.14
O (-3.11, 0.58, 1.92)  0.00
O (-5.00, 1.87, 1.77)  0.00
O (-3.35, -1.46, -1.09)  0.07
O (-3.15, 0.38, -2.17)  0.04
Cl (0.12, -2.66, -1.66)  0.81
H (1.02, 2.15, -0.81)  0.00
H (-1.05, 1.29, -2.10)  0.03
H (1.71, 0.48, 1.16)  0.02
H (-1.69, -1.93, 0.50)  -0.02
H (0.37, -1.33, 1.59)  -0.01

- frontier orbital gap (alpha / beta) (eV) = 5.78 / 6.68
- multiplicity = 3

In kcal per mole, the ΔE to the lowest compared entry with this formula, charge and spin values for the records above are, in order, 11.3; 86.2; 25.8; 37.6; 32.3; 0.0.